[1]
Formula: C3H4FO3
Source: OMol25
Level of theory: ωB97M-V/def2-TZVPD

Structure (XYZ):
```
11
Properties=species:S:1:pos:R:3:lowdin_charge:R:1
F -1.07296 2.25491 -0.28086 -0.13
O 0.33620 0.47308 -0.73838 -0.19
O -3.20764 -0.83671 -0.91795 0.06
O -2.87007 -0.11680 1.17543 0.00
C 0.44970 -0.27448 0.55271 -0.09
C -0.98806 0.95002 -0.88047 -0.26
C -2.71932 -0.34779 0.00007 -0.62
H 1.42934 -0.56369 0.82314 0.04
H -0.02933 -1.27134 0.32062 0.10
H 0.08039 0.20906 1.38249 0.05
H -1.24321 1.06594 -1.85566 0.04
```

Summary:
* charge: -1
* spin multiplicity: 1
* orbital gap: 6.7 eV

[2]
Formula: C3H4FO3
Source: OMol25
Level of theory: ωB97M-V/def2-TZVPD

Structure (XYZ):
```
11
Properties=species:S:1:pos:R:3:lowdin_charge:R:1
F 1.20383 0.33088 1.19515 -0.04
O -1.84925 0.09800 1.20430 0.03
O -0.88016 -1.90654 0.83134 -0.03
O 0.94015 -1.23039 -0.42270 -0.10
C 0.32631 1.16743 -0.81015 0.00
C 0.43491 -0.08301 0.09015 -0.55
C -0.96532 -0.63563 0.87398 -0.58
H 0.57156 0.85108 -1.78236 0.04
H 0.21139 -1.99564 0.12792 0.10
H 0.78691 2.09932 -0.45631 0.07
H -0.78035 1.30450 -0.85131 0.08
```

Summary:
* charge: -1
* spin multiplicity: 1
* orbital gap: 8.6 eV

[3]
Formula: C3H4FeO3
Source: OMol25
Level of theory: ωB97M-V/def2-TZVPD

Structure (XYZ):
```
11
Properties=species:S:1:pos:R:3:mulliken_spin:R:1
Fe -1.68079 0.74239 -0.65915 4.70
O -2.25881 -1.15913 -1.53187 0.03
O 1.23771 -1.55339 0.92187 -0.01
O 0.06680 -0.03210 -0.11052 -0.04
C -2.07488 -1.54643 -0.32611 0.21
C 2.03574 -2.61949 0.46107 0.00
C 0.09242 -1.25941 0.21488 0.07
H 1.40660 -3.49676 0.25780 0.00
H 2.57890 -2.34996 -0.45677 0.00
H 2.78336 -2.87130 1.22862 0.00
H -2.38844 -2.61129 -0.14087 0.04
```

Summary:
* charge: -1
* ⟨S²⟩: 8.76
* spin multiplicity: 6
* orbital gap (alpha / beta): 5.8 / 6.2 eV

M, respectively: 107.060, 107.060, 143.907 g/mol.
Relative energy (zero: lowest compared OMol25 entry of this formula, charge and spin), respectively: 63.6, 5.3, 88.7 kcal per mole.